No. 1
Formula: C40H37FGeN5O3Rh
Source: OMol25
Level of theory: ωB97M-V with the def2-TZVPD basis set

Calculated values
- HOMO-LUMO gap (spin up / spin down) (eV) = 5.779 / 5.913
- charge = +3
- 2S+1 = 2

Atoms and positions in Å:
H -1.242 1.644 5.357
C -5.844 -0.666 -3.986
C -1.765 7.126 3.896
H -0.551 8.784 3.542
F -0.904 5.054 0.039
C 3.031 -1.260 -3.222
H -2.821 -3.169 -1.588
H 0.590 6.529 0.872
H 2.523 -0.610 -2.518
C 0.769 -2.030 1.337
C -0.050 1.746 1.230
C -0.187 4.400 2.196
H 2.724 -3.669 -1.500
O 0.841 -2.376 0.044
C -0.636 -2.579 -4.838
C 0.206 2.038 2.578
C 0.492 -0.589 1.649
H -1.714 -4.497 -3.339
C 3.049 -5.152 -0.014
H 1.839 1.762 4.959
H -0.046 2.387 6.523
H -1.069 -7.549 -0.448
H 3.168 -6.744 1.430
H -1.686 -2.700 -4.583
N -2.131 -1.301 -2.145
H -0.368 -3.308 -5.605
C 3.048 -3.193 -4.672
H 1.098 7.294 2.365
H 2.562 -4.062 -5.103
N -1.316 8.301 3.063
H -2.036 7.501 4.881
C -1.515 -6.104 -1.957
C -1.082 -4.948 -2.582
N -6.859 -0.486 -4.491
C 2.302 -4.516 -0.979
C 5.001 -1.804 -4.486
C -3.596 0.105 -3.385
C 1.015 -4.975 -1.296
C -4.574 -0.884 -3.354
H 4.043 -4.788 0.212
O 0.972 -2.829 2.206
C 0.177 -4.378 -2.301
C 0.715 -0.227 2.964
C 4.340 -0.980 -3.584
C 0.527 -6.128 -0.621
H -2.646 6.718 3.404
H -0.138 -0.560 5.570
C -4.310 -2.083 -2.696
H -2.076 8.979 2.985
O -0.187 0.191 -0.513
H 1.110 0.127 6.703
C 0.071 0.395 0.735
H 0.925 -7.635 0.869
H -0.499 8.776 1.172
C -0.852 7.884 1.687
C 1.315 -6.756 0.374
C 0.433 0.305 5.881
C 0.240 6.841 1.850
C 0.879 1.279 4.837
H 0.412 3.569 4.069
H 0.197 6.498 4.539
H -5.054 -2.865 -2.642
H -0.480 -1.584 -5.254
H -3.772 1.047 -3.885
C -0.414 2.801 0.374
H -1.718 7.475 1.170
N -0.240 5.716 2.631
H 4.845 -0.119 -3.167
H -2.457 -6.559 -2.226
C -3.074 -2.255 -2.110
C 4.358 -2.906 -5.028
H 4.873 -3.546 -5.733
H 6.022 -1.584 -4.769
C 0.148 3.358 3.044
C -0.241 1.639 5.768
Ge 0.575 -2.854 -3.350
C -2.391 -0.138 -2.760
H 1.037 -0.986 3.664
C -0.491 4.067 0.854
C 2.556 -6.266 0.679
H -0.648 2.606 -0.663
C -0.647 6.091 3.967
H -1.026 5.228 4.512
Rh -0.297 -1.643 -1.254
H -1.606 0.606 -2.743
C 2.383 -2.369 -3.763
N 0.569 1.004 3.436
C -0.724 -6.663 -0.969



No. 2
Formula: C2H7OPS
Source: OMol25
Level of theory: ωB97M-V with the def2-TZVPD basis set

Calculated values
- HOMO-LUMO gap (eV) = 10.126
- SMILES = OC[C@@H](P)S
- 2S+1 = 1

Atoms and positions in Å:
O 0.952 -0.761 1.855
H -1.403 0.839 -1.878
C 1.044 -0.092 0.646
P -0.232 1.362 -1.407
H 1.622 -0.817 -0.014
H 0.217 -1.428 1.710
S -1.658 -0.997 0.127
H -1.876 -0.580 -1.232
H 1.740 0.678 0.870
C -0.341 0.443 0.197
H -0.618 1.039 1.140
H 0.554 0.313 -2.013



No. 3
Formula: C2H11N8OS
Source: OMol25
Level of theory: ωB97M-V with the def2-TZVPD basis set

Calculated values
- HOMO-LUMO gap (spin up / spin down) (eV) = 7.872 / 7.874
- charge = +1
- 2S+1 = 1

Atoms and positions in Å:
N -0.134 3.116 -0.293
H -0.969 3.160 -0.892
N -0.919 1.554 1.143
S 2.463 -0.837 -3.154
H 0.762 3.240 -0.677
H 0.976 1.145 -2.440
H 2.932 -2.074 -3.110
N 0.688 0.386 -1.867
N -0.169 -1.659 2.603
C -0.694 -0.874 1.699
N -0.376 0.862 -1.287
H -0.114 -1.773 -0.771
H -1.907 1.416 0.857
O -1.308 -1.167 0.671
N 0.042 1.909 0.296
H -0.431 -2.585 2.626
H 0.151 -1.235 3.418
C 1.081 -0.875 -2.133
H -0.831 0.144 -0.700
N 0.433 -1.940 -1.610
H 0.739 -2.918 -1.793
N -0.512 0.481 2.013
H 0.084 0.827 2.850



No. 4
Formula: C42H47Cl2N6O2P2Pb
Source: OMol25
Level of theory: ωB97M-V with the def2-TZVPD basis set

Calculated values
- HOMO-LUMO gap (eV) = 6.164
- charge = -1
- 2S+1 = 1

Atoms and positions in Å:
H -2.446 0.561 -2.931
C 0.589 3.115 2.688
C 2.012 -4.431 -1.343
C -1.032 2.573 -1.206
Cl -6.061 3.707 0.271
C -1.257 0.036 3.216
H 0.080 4.136 -3.063
C -0.714 1.424 3.529
H -1.520 -2.949 -8.704
C -4.789 2.643 0.809
H 6.134 0.393 1.978
H -4.732 -1.360 -0.413
C 3.498 -0.127 2.527
H 5.133 -0.238 5.514
C 0.250 -3.557 -7.615
C -2.526 1.805 0.488
C 4.273 -0.092 4.855
H 3.996 -3.830 -2.017
N 0.082 1.894 2.568
C 0.864 -3.632 -6.399
H -3.463 3.282 -0.736
H -4.601 -4.153 -1.758
N -1.266 1.884 -0.104
Pb 0.380 0.115 0.614
C -3.923 0.972 2.270
C 3.130 3.112 -1.981
C -3.149 -2.733 -1.043
H -3.679 0.260 -1.723
H -4.696 -2.590 -2.570
C -0.506 3.436 4.779
N -1.747 -2.148 -4.262
C -1.708 -2.545 -6.628
H 3.063 -5.509 0.214
H 3.611 -5.531 -2.263
C 3.199 -4.518 -2.301
H -3.399 -3.716 -2.977
H 3.215 -3.753 0.354
H 5.463 1.633 3.041
C -1.156 -2.226 -3.101
C -1.090 -2.618 -5.357
H 6.006 -1.990 3.897
H 1.857 -4.045 -6.281
C 0.853 3.626 -2.506
H -2.699 -2.116 -6.685
H 0.245 -5.621 -0.878
C 0.462 2.747 -1.503
H -3.680 -0.674 -3.255
C -4.035 -2.078 0.022
N -1.801 -0.078 1.987
H -4.067 0.291 3.100
H 3.150 -1.558 -1.055
C -4.005 -3.326 -2.157
O -1.802 3.121 -2.009
H 6.653 0.478 3.673
C 0.309 3.931 3.770
H -1.683 -3.436 0.407
H 3.325 1.666 -0.379
H -4.622 -2.853 0.524
H -3.435 -1.571 0.777
C 2.528 -4.562 0.097
H 3.909 0.929 4.972
C -2.324 -3.836 -0.380
H 2.532 4.496 -3.514
P 1.077 -2.794 -1.337
H 5.433 -2.009 2.217
C 0.197 -3.159 -5.244
H 4.194 3.231 -2.135
H 4.347 -2.496 3.521
H 1.238 3.442 1.884
N 0.820 -3.216 -4.036
H -1.693 -4.348 -1.111
C 4.667 -0.354 3.395
C -1.050 -3.006 -7.731
O -0.994 -0.874 3.990
C 0.179 -2.784 -2.988
C 2.525 0.073 1.816
C 2.399 -1.616 -1.843
H 1.710 -4.535 0.819
C 5.144 -1.805 3.249
H 3.474 -0.767 5.161
C -1.015 2.155 4.668
H 1.574 -6.523 -1.602
C -3.591 2.631 0.115
H 1.958 -0.620 -1.953
C -2.710 0.921 1.586
C 5.802 0.598 2.997
C -3.061 -0.220 -2.482
H 0.758 -3.915 -8.501
Cl -6.435 1.793 2.823
C -4.955 1.819 1.906
H 0.723 4.929 3.820
H 2.904 -4.305 -3.328
C 2.660 2.246 -1.012
P -1.960 -1.409 -1.628
H -0.747 4.048 5.639
C 1.035 -5.572 -1.629
H -1.645 1.719 5.430
H -2.993 -4.580 0.062
H 2.851 -1.902 -2.793
N 1.359 2.073 -0.783
C 2.202 3.811 -2.742
H 0.573 -5.478 -2.612



Values for E_tot, eV, ordered as above
-117889.9248, -24357.1924, -27045.2125, -106224.9118
Values for molar mass, g mol⁻¹, ordered as above
830.28, 110.12, 195.23, 1007.93
Values for ΔE to the lowest compared entry with this formula, charge and spin, kcal/mol, ordered as above
49.09, 66.36, 33.74, 23.19